[1]
Formula: CH8O3
Source: the OMol25 dataset
Level of theory: the ωB97M-V functional and the def2-TZVPD basis

XYZ file:
```
12
Properties=species:S:1:pos:R:3:forces:R:3
C -3.36380 -0.98426 0.84634 -1.397 1.391 -0.140
O -3.02990 -1.11625 2.24417 -0.959 -1.105 -1.177
H -3.10466 0.02947 0.47977 0.435 -0.774 0.207
H -2.85426 -1.80250 0.35664 0.101 0.206 -0.848
H -4.49280 -1.02729 0.62154 1.409 -0.313 0.608
H -3.22763 -2.07329 2.25369 0.409 0.593 1.356
O 1.90362 1.32483 0.35279 1.136 -3.981 1.982
H 1.92420 1.84661 -0.39577 0.183 1.676 -2.582
H 2.40473 0.46864 0.10159 -1.285 2.318 0.561
O 3.84996 0.80871 -2.93168 -0.492 -2.866 -0.063
H 4.56211 0.21484 -2.56152 -0.962 1.102 -0.542
H 3.18170 0.11078 -3.25622 1.422 1.753 0.639
```
Forces are in eV/Å.

## Properties
Molecular weight   68.07 u
E_LUMO   0.5 eV
HOMO-LUMO gap   0.399 hartree
Structure (SMILES)   CO.O.O



[2]
Formula: C26H39N6O3OsS2Se
Source: the OMol25 dataset
Level of theory: the ωB97M-V functional and the def2-TZVPD basis

XYZ file:
```
78
Properties=species:S:1:pos:R:3:forces:R:3
Os 0.17140 -0.37865 -0.17842 -0.231 1.071 2.594
N 2.22343 -0.02835 0.18291 -0.013 0.096 -0.257
C 2.50473 1.42336 0.31782 -0.034 0.026 -0.003
C 1.74463 2.10825 -0.78894 0.023 0.058 -0.008
N 0.31661 1.69238 -0.67679 0.196 -0.066 -0.087
H 2.52900 -0.52517 1.01518 0.078 -0.043 -0.050
H 2.78072 -0.41279 -0.58855 -0.016 0.021 0.062
H 3.57164 1.63873 0.26580 0.008 -0.084 -0.027
H 2.13666 1.74463 1.29463 0.036 0.033 0.005
H 2.11599 1.76852 -1.75657 0.019 0.029 -0.010
H 1.85304 3.19163 -0.74408 -0.063 -0.007 0.003
H -0.15897 1.89769 -1.55285 -0.095 0.011 0.025
H -0.16365 2.26193 0.03079 -0.142 0.007 0.024
C -0.01941 -1.11412 4.85029 -0.019 0.029 0.040
N -1.21559 -1.22042 4.02516 0.181 0.048 -0.088
C -2.42886 -1.88639 4.53957 -0.064 -0.001 0.021
C -3.43290 -1.73611 3.38047 -0.035 -0.024 0.039
N -2.66017 -0.94579 2.40757 0.060 -0.089 -0.224
C -1.43184 -0.72451 2.82736 -0.292 -0.157 0.193
S -0.18980 0.21024 1.96861 0.330 -0.136 -1.319
H 0.15937 -2.07365 5.33132 0.023 -0.017 -0.038
H -0.15965 -0.35644 5.62169 -0.017 -0.007 -0.003
H 0.83929 -0.85843 4.23703 0.017 -0.011 0.012
H -2.75657 -1.39092 5.45303 0.011 0.036 -0.017
H -2.20143 -2.92501 4.77410 0.015 0.002 -0.010
H -4.33682 -1.20579 3.66971 0.016 0.035 -0.002
H -3.71358 -2.69534 2.94900 0.006 0.013 -0.011
H -2.97842 -0.71193 1.47946 0.010 0.072 -0.014
O 0.45860 -0.69110 -2.14984 -0.421 -0.722 -0.148
S 0.89000 -0.20626 -3.55790 0.148 0.059 0.135
C -0.43090 -0.77688 -4.67490 0.012 -0.115 0.047
C -0.72118 -2.24471 -4.64126 0.116 0.005 0.007
C -0.23591 -3.06956 -5.65326 -0.004 0.008 -0.011
C -0.52147 -4.42712 -5.64619 0.027 0.001 0.007
C -1.28804 -4.96766 -4.62423 -0.010 0.016 0.001
C -1.77038 -4.14882 -3.61068 0.018 -0.021 0.020
C -1.48840 -2.79199 -3.61603 -0.011 -0.016 -0.014
C 2.23720 -1.34376 -3.97175 0.077 0.044 0.093
C 3.24090 -1.36574 -2.85125 -0.062 0.216 -0.039
C 4.09803 -0.27867 -2.66688 0.088 -0.040 -0.065
C 5.03968 -0.29534 -1.64592 0.003 -0.008 0.009
C 5.11597 -1.39265 -0.79211 0.068 0.018 -0.041
C 4.25217 -2.46626 -0.96381 0.013 -0.047 0.009
C 3.31523 -2.45373 -1.99122 -0.065 -0.065 0.044
H -0.06593 -0.44754 -5.65211 -0.052 0.061 -0.020
H -1.29229 -0.16518 -4.40189 0.037 0.056 -0.007
H 0.34338 -2.64801 -6.46738 -0.008 -0.002 -0.005
H -0.15471 -5.05841 -6.44390 -0.011 0.001 -0.005
H -1.52706 -6.02239 -4.62900 0.012 -0.002 0.012
H -2.38480 -4.57426 -2.82729 -0.018 0.005 -0.018
H -1.88554 -2.14712 -2.84305 -0.067 0.044 -0.024
H 2.67927 -0.94318 -4.88716 -0.110 -0.026 -0.071
H 1.77935 -2.31361 -4.16407 0.054 -0.043 0.023
H 4.06749 0.55785 -3.35829 0.007 -0.009 0.016
H 5.73491 0.52755 -1.53686 -0.006 -0.008 -0.010
H 5.87286 -1.42472 -0.01935 -0.011 0.011 0.015
H 4.32341 -3.32736 -0.31289 0.009 -0.024 -0.011
H 2.65751 -3.30230 -2.13658 -0.003 -0.003 0.009
O -1.80051 -1.18772 -0.39812 0.067 -0.106 -0.262
C -1.33874 -2.34134 -0.14123 -0.100 0.042 -0.257
O -0.11688 -2.40470 0.17967 0.043 -0.098 -0.313
H -1.95395 -3.24034 -0.21343 -0.025 0.011 0.093
C 0.12085 3.78912 3.91137 0.015 0.050 -0.004
N -1.07308 4.53407 3.54189 -0.015 0.029 0.049
C -1.39043 5.79024 4.02606 0.001 0.029 0.030
C -2.55815 6.14956 3.45758 0.005 0.013 0.017
N -2.94889 5.11066 2.63596 0.003 0.031 0.023
C -4.16158 5.10571 1.81919 -0.032 0.020 -0.014
C -2.02948 4.13846 2.68989 0.027 -0.230 -0.118
Se -2.12750 2.53644 1.69336 0.174 -0.113 -0.052
H 0.29631 3.90531 4.97792 -0.006 0.005 0.006
H 0.98414 4.16745 3.36499 -0.002 -0.008 -0.010
H -0.03092 2.73719 3.68317 -0.032 0.014 -0.010
H -0.76538 6.30582 4.73387 0.003 -0.009 -0.006
H -3.14538 7.04459 3.56630 -0.014 -0.018 0.001
H -4.89968 5.74521 2.29439 0.014 0.010 0.015
H -4.55387 4.09390 1.75773 0.022 0.012 0.007
H -3.94508 5.48174 0.82120 0.014 -0.025 0.000
```
Forces are in eV/Å.

## Properties
Molecular weight   816.96 u
E_LUMO (alpha / beta)   -10.7 / -10.7 eV
HOMO-LUMO gap (alpha / beta)   0.179 / 0.178 hartree
Charge   +3